Model i:
DFT (the ωB97M-V functional and the def2-TZVPD basis) results for a single C2H2BrFO molecule.

## Properties
* charge: 0

CARTESIAN COORDINATES (ANGSTROEM)
1 C -0.404 -0.013 -0.428
2 C -1.631 -0.355 0.030
3 F -1.953 -1.669 0.161
4 O -2.569 0.484 0.549
5 Br -4.265 0.160 -0.081
6 H 0.469 -0.619 -0.412
7 H -0.240 0.952 -0.239

Model ii:
DFT (the ωB97M-V functional and the def2-TZVPD basis) results for a molecular structure, C2H2BrFO.

## Properties
* charge: 0

CARTESIAN COORDINATES (ANGSTROEM)
1 C -2.937 -0.195 0.827
2 C -1.978 1.482 0.583
3 O -1.369 1.748 -0.383
4 F -2.193 2.341 1.629
5 Br -2.736 -0.990 -0.905
6 H -2.329 -0.738 1.566
7 H -3.961 -0.142 1.121

Top of the stability list: model ii, leading by 0.0538 hartree.

Model i:
DFT (the ωB97M-V functional and the def2-TZVPD basis) results for a molecular structure, C5H10N2O.

## Properties
* charge: 0

CARTESIAN COORDINATES (ANGSTROEM)
1 C 0.922 -0.645 -1.070
2 C -0.824 1.806 1.021
3 C -1.058 -2.006 0.080
4 N -0.457 0.872 -0.030
5 C 1.128 0.737 -0.506
6 C 0.073 -1.018 0.150
7 N 2.051 1.536 -0.262
8 O 0.882 -0.977 1.164
9 H -1.144 0.844 -0.779
10 H 2.963 1.301 -0.650
11 H 1.849 -1.215 -1.127
12 H 0.380 -0.608 -2.022
13 H -0.147 1.658 1.863
14 H -0.749 2.826 0.636
15 H -1.864 1.660 1.330
16 H -1.641 -1.874 -0.834
17 H -0.657 -3.021 0.089
18 H -1.708 -1.875 0.948

Model ii:
DFT (the ωB97M-V functional and the def2-TZVPD basis) results for a single C5H10N2O molecule.

## Properties
* charge: 0

CARTESIAN COORDINATES (ANGSTROEM)
1 C 0.260 -1.868 -1.679
2 C 0.275 -0.531 -1.578
3 C 1.024 0.260 -0.541
4 N 0.409 0.066 0.774
5 N 1.179 -0.645 1.750
6 C -0.785 0.637 1.214
7 C -1.420 1.681 0.332
8 O -1.277 0.351 2.311
9 H 0.800 -2.500 -0.982
10 H -0.308 -2.359 -2.464
11 H -0.282 0.047 -2.313
12 H 2.074 -0.054 -0.511
13 H 1.003 1.324 -0.794
14 H 1.187 -1.630 1.482
15 H 0.625 -0.621 2.619
16 H -1.541 1.331 -0.693
17 H -2.414 1.924 0.719
18 H -0.808 2.587 0.353

Top of the stability list: model ii, leading by 0.0434 hartree.

Model i:
DFT (the ωB97M-V functional and the def2-TZVPD basis) results for a single C5H10N2O molecule.

## Properties
* charge: 0

CARTESIAN COORDINATES (ANGSTROEM)
1 H -0.061 -0.859 -2.789
2 N 0.500 -1.625 -2.442
3 C 0.540 -1.944 -1.237
4 N -0.303 -1.520 -0.210
5 C 0.194 -0.952 1.010
6 C 0.679 0.509 0.911
7 C -0.437 1.528 0.910
8 C -0.888 1.957 -0.470
9 O -0.339 1.678 -1.499
10 H 1.331 -2.608 -0.866
11 H -1.140 -1.106 -0.595
12 H 1.033 -1.529 1.380
13 H -0.569 -1.033 1.782
14 H 1.449 0.647 1.682
15 H 1.322 0.585 0.035
16 H -0.144 2.467 1.395
17 H -1.331 1.274 1.481
18 H -1.836 2.530 -0.480

Model ii:
DFT (the ωB97M-V functional and the def2-TZVPD basis) results for a single C5H10N2O molecule.

## Properties
* charge: 0

CARTESIAN COORDINATES (ANGSTROEM)
1 C -3.266 -0.021 -0.391
2 N -2.032 -0.336 0.172
3 N -1.262 0.619 0.085
4 C 0.323 0.032 0.608
5 O 0.140 -1.203 1.103
6 C 1.324 0.992 1.085
7 C 1.356 0.485 -0.343
8 C 2.445 -0.447 -0.793
9 H -3.780 -0.830 -0.895
10 H -3.286 0.869 -1.001
11 H -3.812 0.104 0.449
12 H -0.591 -1.682 0.445
13 H 2.030 0.443 1.766
14 H 1.263 2.030 1.408
15 H 0.902 1.073 -1.145
16 H 2.298 -0.836 -1.701
17 H 2.494 -1.211 -0.110
18 H 3.454 -0.082 -0.744

Model iii:
DFT (the ωB97M-V functional and the def2-TZVPD basis) results for a single C5H10N2O molecule.

## Properties
* charge: 0

CARTESIAN COORDINATES (ANGSTROEM)
1 C -0.978 -0.064 1.388
2 C 0.140 -0.124 0.353
3 C 0.541 -1.556 0.019
4 N 1.395 0.610 0.853
5 C -0.209 0.669 -0.908
6 N -1.341 0.398 -1.719
7 C 0.631 1.668 -1.089
8 O 1.304 2.570 -1.442
9 H -1.315 0.960 1.534
10 H -0.600 -0.451 2.332
11 H -1.831 -0.660 1.069
12 H 0.919 -2.038 0.918
13 H 1.332 -1.570 -0.728
14 H -0.316 -2.107 -0.366
15 H 1.183 1.491 1.305
16 H 2.264 0.445 0.358
17 H -2.044 -0.192 -1.289
18 H -1.073 -0.050 -2.590

Top of the stability list: model i, leading by 0.0145 hartree.

Model i:
DFT (the ωB97M-V functional and the def2-TZVPD basis) results for a single C4H4O molecule.

## Properties
* charge: 0

CARTESIAN COORDINATES (ANGSTROEM)
1 C -1.641 0.052 -0.103
2 C 0.741 -0.458 0.484
3 C 0.859 0.939 0.354
4 C -0.366 0.216 -0.415
5 O -2.729 -0.229 0.007
6 H 1.435 -1.202 0.069
7 H 0.465 -1.007 1.458
8 H 1.438 1.322 -0.444
9 H -0.202 0.365 -1.409

Model ii:
DFT (the ωB97M-V functional and the def2-TZVPD basis) results for a single C4H4O molecule.

## Properties
* charge: 0

CARTESIAN COORDINATES (ANGSTROEM)
1 C 2.328 0.213 -0.106
2 C 1.111 -0.061 -0.027
3 C -0.234 -0.842 -0.139
4 C -0.404 0.426 0.551
5 O -0.872 1.396 -0.203
6 H -0.585 -0.953 -1.209
7 H -0.157 -1.720 0.534
8 H -0.662 0.363 1.621
9 H -0.524 1.177 -1.022

Top of the stability list: model i, leading by 0.0174 hartree.